A molecular structure, C10H21GdINO3P2, computed with ωB97M-V/def2-TZVPD.

Structure (ORCA input):
```
! wB97M-V def2-TZVPD RIJCOSX def2/J DEFGRID3
* xyz 2 8
C 1.5320 -5.0132 -0.4463
C 1.1196 -3.6214 -0.3289
H 0.8167 -5.7574 -0.0140
H 2.5517 -5.0533 0.0129
H 1.7313 -5.1668 -1.5366
O 0.4505 -2.6877 -0.0445
I 2.8855 0.9116 -1.5836
Gd 0.5953 -0.2663 -0.2940
P -1.4371 0.3076 -2.2616
C -3.1925 0.7975 -2.1269
C -0.8286 1.6109 -3.4386
H -1.3746 1.5692 -4.3989
H -1.9270 -0.8539 -4.3713
H 0.2579 1.4820 -3.5763
H -0.5777 -1.6299 -3.4544
H -3.2649 1.8571 -1.8607
H -0.9963 2.5967 -2.9789
C -1.5658 -1.1526 -3.3764
H -3.7234 0.6527 -3.0773
H -2.2854 -1.8658 -2.9530
H -3.6772 0.2145 -1.3367
P 1.0241 0.6483 2.4107
C -0.1120 1.2214 3.7221
C 1.9566 -0.6650 3.3043
H 2.9929 1.8648 1.6195
H 2.7391 2.1393 3.4113
H 1.7231 2.9751 2.1928
C 2.2564 2.0398 2.4216
H 2.6097 -1.1876 2.5896
H 2.5508 -0.2340 4.1235
H 0.3753 1.2160 4.7063
H -1.0009 0.5824 3.7433
H 1.2442 -1.3784 3.7396
H -0.4355 2.2464 3.5141
C -1.6574 -0.0798 0.8787
O -2.6141 0.3586 1.3508
O -0.3527 4.3044 -0.1247
C -0.2439 3.1093 -0.0964
N -0.1461 1.9075 -0.0612
*
```

LUMO level (spin up / spin down): -11.18 / -11.24 eV
E_tot: -2419.5469 a.u.
Kohn-Sham gap (spin up / spin down): 3.26 / 3.15 eV
⟨S²⟩: 16.07

Atom charges from the Löwdin analysis, given in e for atoms 1 to 5:
1 C 0.11
2 C 0.14
3 H 0.18
4 H 0.17
5 H 0.17